# CCl3FS

2 unconnected molecules or ions with the total composition CCl3FS (ωB97M-V with the def2-TZVPD basis set, the OMol25 dataset).

ORCA input file:
```
! wB97M-V def2-TZVPD RIJCOSX def2/J DEFGRID3
* xyz 0 1
C 0.549 -0.327 0.137
F -0.338 1.114 -1.474
S -0.977 -1.000 0.413
Cl 1.290 0.970 1.054
Cl 1.654 -1.325 -0.854
Cl -2.178 0.568 0.724
*
```

## Properties
Relative energy (zero: lowest compared OMol25 entry of this formula, charge and spin) in kJ/mol: 274.4
HOMO (spin up / spin down) in eV: -10.0887 / -9.7803

Atomic partial charges in e from the Löwdin method, atoms 1 to 2: C -1.44; F -0.56

# CH8NO

2 unconnected molecules or ions with the total composition CH8NO (ωB97M-V with the def2-TZVPD basis set, the OMol25 dataset).

ORCA input file:
```
! wB97M-V def2-TZVPD RIJCOSX def2/J DEFGRID3
* xyz 2 2
N 1.646 -0.292 0.366
H 2.026 -0.682 -0.597
H 1.926 0.702 0.496
H 0.553 -0.361 0.407
H 2.118 -0.968 1.060
C -1.384 0.414 -0.602
O -0.986 -0.475 0.332
H -2.437 0.127 -0.825
H -1.082 1.478 -0.211
H -1.122 0.105 -1.641
H -1.259 -0.047 1.216
*
```

## Properties
⟨S²⟩: 0.75
Relative energy (zero: lowest compared OMol25 entry of this formula, charge and spin) in kJ/mol: 134.0
HOMO (spin up / spin down) in eV: -24.4447 / -24.5688

Atomic partial charges in e from the Löwdin method, atoms 1 to 2: N 0.27; H 0.22

# C25H59F6O11PSSi

6 unconnected molecules or ions with the total composition C25H59F6O11PSSi (ωB97M-V with the def2-TZVPD basis set, the OMol25 dataset).

ORCA input file:
```
! wB97M-V def2-TZVPD RIJCOSX def2/J DEFGRID3
* xyz 0 1
C 6.306 2.362 -0.577
C 5.542 2.311 -1.891
O 4.148 2.711 -1.761
P 3.185 1.550 -1.211
O 3.911 0.396 -0.672
C 2.061 0.958 -2.523
C 2.640 -0.257 -3.236
C 2.502 -1.583 -2.415
Si 4.133 -2.489 -2.557
C 4.645 -2.503 -4.409
O 5.760 -3.395 -4.646
C 6.927 -2.784 -4.810
F 7.141 -2.425 -6.069
F 7.079 -1.684 -4.065
F 7.874 -3.620 -4.456
S 4.095 -4.550 -1.789
O 2.773 -5.070 -2.018
O 5.087 -5.380 -2.391
C 4.504 -4.584 0.051
F 3.431 -4.678 0.780
F 5.211 -5.658 0.259
F 5.221 -3.553 0.397
O 2.202 2.148 -0.100
C 2.902 2.539 1.100
C 2.009 3.333 2.059
H 6.209 1.457 0.017
H 5.995 3.250 -0.028
H 7.367 2.468 -0.818
H 6.037 2.986 -2.588
H 5.560 1.326 -2.360
H 1.997 1.778 -3.248
H 1.071 0.735 -2.129
H 2.180 -0.442 -4.214
H 3.713 -0.087 -3.407
H 2.218 -1.378 -1.386
H 1.745 -2.202 -2.908
H 5.178 -1.698 -1.877
H 4.788 -1.498 -4.800
H 3.791 -2.934 -4.942
H 3.736 3.182 0.814
H 3.276 1.661 1.627
H 2.259 4.389 1.955
H 2.247 3.056 3.088
H 0.940 3.177 1.922
C -0.837 -0.116 4.073
C -1.215 1.276 3.586
C -2.618 1.654 4.027
O -1.138 1.320 2.162
H -1.517 -0.867 3.663
H 0.168 -0.378 3.738
H -0.869 -0.179 5.165
H -0.498 2.005 3.969
H -3.344 0.959 3.612
H -2.877 2.649 3.660
H -2.714 1.652 5.116
H -1.772 0.678 1.815
C 2.112 1.933 7.969
C 1.522 2.966 7.020
C 0.193 3.495 7.537
O 1.338 2.385 5.729
H 1.442 1.075 8.069
H 3.059 1.557 7.582
H 2.282 2.358 8.959
H 2.223 3.793 6.896
H -0.537 2.685 7.623
H -0.223 4.228 6.844
H 0.307 3.965 8.515
H 0.720 1.650 5.820
C 0.409 -0.695 -7.644
C -0.055 -1.239 -6.302
C -1.546 -1.534 -6.310
O 0.244 -0.295 -5.269
H -0.101 0.243 -7.877
H 1.479 -0.481 -7.622
H 0.213 -1.406 -8.448
H 0.497 -2.151 -6.064
H -2.118 -0.622 -6.502
H -1.867 -1.916 -5.340
H -1.800 -2.269 -7.075
H -0.239 0.518 -5.462
C -6.075 1.377 1.026
C -4.582 1.370 0.741
C -4.300 1.136 -0.734
O -3.949 0.350 1.520
H -6.522 0.413 0.764
H -6.261 1.538 2.089
H -6.582 2.160 0.461
H -4.144 2.320 1.051
H -4.692 0.165 -1.052
H -3.225 1.125 -0.921
H -4.754 1.912 -1.351
H -4.323 -0.500 1.258
C -8.617 -3.305 1.542
C -8.987 -1.911 1.060
C -10.400 -1.536 1.479
O -8.874 -1.848 -0.361
H -9.287 -4.053 1.110
H -7.604 -3.562 1.228
H -8.672 -3.377 2.630
H -8.281 -1.184 1.465
H -11.127 -2.227 1.044
H -10.653 -0.538 1.120
H -10.510 -1.554 2.565
H -9.493 -2.485 -0.736
*
```

## Properties
SMILES: CCOP(=O)(CCC[Si@H](COC(F)(F)F)S(=O)(=O)C(F)(F)F)OCC.CC(C)O.CC(C)O.CC(C)O.CC(C)O.CC(C)O
HOMO in eV: -9.8564

Atomic partial charges in e from the Löwdin method, atoms 1 to 2: C -0.08; C -0.26

# C7H9F

C7H9F in the gas phase (ωB97M-V with the def2-TZVPD basis set, the OMol25 dataset).

ORCA input file:
```
! wB97M-V def2-TZVPD RIJCOSX def2/J DEFGRID3
* xyz 0 1
F 2.778 -0.994 -0.169
C 1.548 -0.274 0.146
C 1.524 1.067 -0.190
C 0.095 1.702 -0.006
C -0.701 0.452 0.430
C -1.377 -0.436 -0.566
C -0.620 -1.703 -0.125
C 0.290 -0.695 0.707
H 2.530 1.484 -0.656
H -0.349 1.882 -1.165
H 0.214 2.663 0.620
H -1.301 1.000 1.335
H -1.417 0.270 -1.466
H -2.431 -0.766 -0.212
H -1.348 -2.428 0.418
H -0.036 -2.274 -0.934
H 0.602 -0.951 1.833
*
```

## Properties
SMILES: FC1=CC[C@H]2CC[C@@H]12
Relative energy (zero: lowest compared OMol25 entry of this formula, charge and spin) in kJ/mol: 318.6
HOMO in eV: -8.9389

Atomic partial charges in e from the Löwdin method, atoms 1 to 2: F -0.03; C -0.21

Number 1: energy -52153.3595 eV. Number 2: energy -4680.8118 eV. Number 3: energy -93712.3455 eV. Number 4: energy -10118.1290 eV.